# 1
DFT (wB97M-V/def2-TZVPD) results for a molecular structure, C4H13N11.

Output
Kohn-Sham gap   9.0 eV
Total charge   +2
Total energy   -761.737034 hartree
ΔE to the lowest compared entry with this formula, charge and spin   94.8 kJ/mol

Cartesian coordinates (Å):
C: 2.776 0.970 0.919
C: -0.250 -2.414 0.525
C: -0.646 0.847 -0.021
C: -2.955 0.833 -0.061
N: 3.955 0.959 0.601
N: 1.250 1.857 -0.466
N: -1.805 0.263 -0.011
N: -0.069 1.849 -0.467
N: -0.088 -3.719 0.303
N: -4.053 0.088 -0.143
N: 2.499 -0.217 -1.147
N: 1.757 0.393 -0.112
N: 0.782 -0.259 0.464
N: -3.146 2.146 0.226
N: 0.527 -1.516 -0.084
H: 2.229 1.133 1.815
H: -1.080 -1.917 1.081
H: 4.620 1.517 1.206
H: 1.617 2.196 -1.356
H: -0.694 -4.368 0.840
H: 0.806 -4.064 -0.050
H: -3.845 -0.889 -0.311
H: -5.028 0.426 -0.427
H: 3.553 0.193 -0.979
H: 2.103 0.138 -1.985
H: -2.293 2.783 0.222
H: -3.975 2.607 0.081
H: 1.450 -1.836 -0.665

***

# 2
DFT (wB97M-V/def2-TZVPD) results for 3 unconnected molecules or ions with the total composition C4H13N2.

Output
Kohn-Sham gap (alpha / beta)   9.1 / 7.1 eV
Total energy   -269.555594 hartree
ΔE to the lowest compared entry with this formula, charge and spin   221.9 kJ/mol
Multiplicity   2

Cartesian coordinates (Å):
C: 4.094 -0.872 -1.092
N: -2.270 0.691 -0.593
C: -3.633 0.424 -0.144
C: 2.983 -0.349 -1.599
N: -0.538 -0.542 0.904
C: 0.262 0.279 1.747
H: 5.095 -0.506 -1.240
H: 4.035 -1.825 -0.570
H: -2.224 1.531 -1.134
H: -4.218 1.335 -0.095
H: -3.686 0.074 0.892
H: -4.089 -0.342 -0.775
H: 3.118 0.431 -2.342
H: 2.063 -0.860 -1.390
H: -1.496 0.274 0.000
H: -1.054 -1.257 1.415
H: -0.268 0.941 2.443
H: 0.930 0.924 1.185
H: 0.895 -0.351 2.388

***

# 3
DFT (wB97M-V/def2-TZVPD) results for C4H13N2 in the gas phase.

Output
Kohn-Sham gap (alpha / beta)   4.0 / 11.0 eV
Total energy   -269.528600 hartree
ΔE to the lowest compared entry with this formula, charge and spin   292.8 kJ/mol
Multiplicity   2

Cartesian coordinates (Å):
C: 0.117 0.788 1.425
N: -0.627 2.026 1.654
C: -0.296 0.004 0.215
N: -0.241 1.022 -0.900
C: 0.328 -1.935 -1.486
C: 0.613 -1.154 -0.165
H: 1.192 0.943 1.248
H: -0.290 0.104 2.156
H: -0.244 2.416 2.503
H: -1.600 1.836 1.793
H: -1.416 -0.390 0.161
H: 0.647 1.008 -1.505
H: -0.422 1.929 -0.329
H: -0.820 0.585 -1.681
H: 1.242 -2.582 -1.707
H: -0.522 -2.734 -1.317
H: 0.090 -1.229 -2.437
H: 1.644 -0.796 -0.391
H: 0.604 -1.839 0.762

***

# 4
DFT (wB97M-V/def2-TZVPD) results for C4H13N2 in the gas phase.

Output
Kohn-Sham gap (alpha / beta)   3.8 / 10.9 eV
Total energy   -269.562459 hartree
ΔE to the lowest compared entry with this formula, charge and spin   203.9 kJ/mol
Multiplicity   2

Cartesian coordinates (Å):
C: -0.874 -1.562 0.396
C: -1.064 -0.076 0.223
C: 0.064 0.836 1.008
C: 1.526 0.424 0.583
N: 1.650 0.236 -0.880
N: -1.172 0.403 -1.181
H: -1.509 -1.854 1.270
H: -1.009 -2.146 -0.519
H: 0.184 -1.713 0.627
H: -1.995 0.270 0.706
H: -0.104 1.850 0.630
H: -0.247 0.894 2.054
H: 1.522 -0.575 1.049
H: 2.401 0.922 0.999
H: 2.248 -0.519 -1.176
H: -1.813 -0.250 -1.758
H: 1.914 1.112 -1.313
H: -1.584 1.340 -1.192
H: -0.139 0.407 -1.524

***

Repeat the first record exactly.
DFT (wB97M-V/def2-TZVPD) results for a molecular structure, C4H13N11.

Output
Kohn-Sham gap   9.0 eV
Total charge   +2
Total energy   -761.737034 hartree
ΔE to the lowest compared entry with this formula, charge and spin   94.8 kJ/mol

Cartesian coordinates (Å):
C: 2.776 0.970 0.919
C: -0.250 -2.414 0.525
C: -0.646 0.847 -0.021
C: -2.955 0.833 -0.061
N: 3.955 0.959 0.601
N: 1.250 1.857 -0.466
N: -1.805 0.263 -0.011
N: -0.069 1.849 -0.467
N: -0.088 -3.719 0.303
N: -4.053 0.088 -0.143
N: 2.499 -0.217 -1.147
N: 1.757 0.393 -0.112
N: 0.782 -0.259 0.464
N: -3.146 2.146 0.226
N: 0.527 -1.516 -0.084
H: 2.229 1.133 1.815
H: -1.080 -1.917 1.081
H: 4.620 1.517 1.206
H: 1.617 2.196 -1.356
H: -0.694 -4.368 0.840
H: 0.806 -4.064 -0.050
H: -3.845 -0.889 -0.311
H: -5.028 0.426 -0.427
H: 3.553 0.193 -0.979
H: 2.103 0.138 -1.985
H: -2.293 2.783 0.222
H: -3.975 2.607 0.081
H: 1.450 -1.836 -0.665

***

> Look up the ΔE to the lowest compared entry with this formula, charge and spin of the first one.

94.8 kJ/mol

***

Repeat the third record exactly.
DFT (wB97M-V/def2-TZVPD) results for C4H13N2 in the gas phase.

Output
Kohn-Sham gap (alpha / beta)   4.0 / 11.0 eV
Total energy   -269.528600 hartree
ΔE to the lowest compared entry with this formula, charge and spin   292.8 kJ/mol
Multiplicity   2

Cartesian coordinates (Å):
C: 0.117 0.788 1.425
N: -0.627 2.026 1.654
C: -0.296 0.004 0.215
N: -0.241 1.022 -0.900
C: 0.328 -1.935 -1.486
C: 0.613 -1.154 -0.165
H: 1.192 0.943 1.248
H: -0.290 0.104 2.156
H: -0.244 2.416 2.503
H: -1.600 1.836 1.793
H: -1.416 -0.390 0.161
H: 0.647 1.008 -1.505
H: -0.422 1.929 -0.329
H: -0.820 0.585 -1.681
H: 1.242 -2.582 -1.707
H: -0.522 -2.734 -1.317
H: 0.090 -1.229 -2.437
H: 1.644 -0.796 -0.391
H: 0.604 -1.839 0.762